Formula: C9H18IO8P
Source: the OMol25 dataset
Level of theory: wB97M-V/def2-TZVPD

Output
HOMO energy	-9.58	eV
structure (SMILES)	C[C@H](O)C[C@H]1OC(=O)O[C@@H]1I.COP(=O)(OC)OC
multiplicity	1
LUMO	-1.75	eV
strongest force on any atom	8.13	eV/A

Last column: Mulliken charge in e.
Element x y z (Å)
C 4.451 2.677 -1.282  -1.358
C 3.368 1.647 -1.808  0.566
O 3.833 1.170 -3.071  -0.583
C 2.036 2.419 -1.900  -1.170
C 0.880 1.662 -2.637  0.313
O 0.981 0.244 -2.738  -0.399
C -0.034 -0.440 -2.187  0.553
O -0.179 -1.580 -2.089  -0.493
O -0.997 0.445 -1.690  -0.206
C -0.420 1.732 -1.743  -0.587
I -1.865 2.785 -3.048  0.009
H 5.227 2.176 -0.668  0.392
H 4.998 3.136 -2.131  0.330
H 3.935 3.462 -0.698  0.355
H 3.350 0.830 -1.054  0.193
H 4.751 0.908 -2.909  0.343
H 1.736 2.675 -0.863  0.359
H 2.220 3.387 -2.403  0.357
H 0.790 2.219 -3.584  0.510
H -0.347 2.261 -0.784  0.490
C -2.127 0.272 1.191  -0.719
O -2.999 -0.495 2.009  -0.497
P -2.353 -1.595 3.108  1.211
O -1.787 -0.595 4.074  -0.637
O -1.204 -2.114 2.059  -0.367
C -1.598 -2.806 0.872  -0.499
O -2.090 -2.968 4.092  -0.275
C -3.221 -3.834 4.283  -0.734
H -2.526 1.287 1.139  0.404
H -1.111 0.307 1.584  0.356
H -2.119 -0.141 0.186  0.225
H -1.085 -2.356 0.024  0.023
H -2.676 -2.743 0.703  0.359
H -1.300 -3.853 0.947  0.285
H -3.574 -4.220 3.324  0.324
H -4.031 -3.293 4.780  0.328
H -2.916 -4.668 4.912  0.237